Record 1
A single CH2O2 molecule in a non-equilibrium geometry, computed with ωB97M-V with the def2-TZVPD basis set.

## Properties
* energy relative to the best compared isomer or geometry (same formula, charge and spin): 48.1 kJ/mol
* 2S+1: 1
* HOMO: -0.413 Ha
* total charge: 0
* SMILES: O=CO

XYZ file:
```
5
CH2O2 | OMol25 | ωB97M-V with the def2-TZVPD basis set
O 1.33 -0.33 -0.02
C 0.30 0.30 0.05
O -0.99 -0.20 -0.02
H 0.10 1.47 -0.07
H -0.74 -1.23 0.07
```

Record 2
35 unconnected molecules or ions with the total composition C24H105ClF6N4O39S in a non-equilibrium geometry, computed with ωB97M-V with the def2-TZVPD basis set.

## Properties
* 2S+1: 1
* HOMO: -0.331 Ha
* total charge: 0

XYZ file:
```
180
C24H105ClF6N4O39S | OMol25 | ωB97M-V with the def2-TZVPD basis set
C -2.22 -1.24 0.99
C -1.74 -1.34 -0.25
C -2.35 -0.74 -1.51
O -1.73 -1.10 -2.70
C -0.33 -0.86 -2.96
C -0.29 0.09 -4.18
C 0.88 -0.08 -5.17
C 0.43 -0.78 -6.46
N 1.51 -1.57 -7.08
C 0.19 -2.28 -3.38
C 1.64 -2.57 -2.97
S 2.30 -3.90 -4.06
C 2.15 -5.36 -3.12
N 2.77 -5.75 -2.07
N 2.27 -6.99 -1.79
C 1.40 -7.29 -2.67
O 1.28 -6.28 -3.55
O 0.44 -0.48 -1.86
C 1.33 0.61 -1.98
C 2.08 0.80 -0.64
C 2.74 2.18 -0.66
C 1.19 0.50 0.60
C 1.52 -0.94 1.08
C 1.56 1.40 1.78
C -3.76 -1.49 -1.68
F -4.21 -1.40 -2.96
Cl -3.40 -3.29 -1.52
O -4.66 -1.10 -0.78
C -5.98 -1.64 -0.91
C -6.99 -0.83 -1.71
C -7.52 0.40 -0.93
C -8.27 1.31 -1.86
N -7.61 1.98 -2.88
O -9.47 1.48 -1.71
C -2.60 0.77 -1.35
F -1.44 1.47 -1.40
F -3.16 1.09 -0.16
C -3.52 1.46 -2.42
F -3.25 2.79 -2.37
F -3.24 1.07 -3.68
F -4.82 1.33 -2.16
H -1.53 -1.11 1.82
H -3.28 -1.26 1.24
H -0.83 -1.90 -0.41
H -0.44 1.12 -3.86
H -1.19 -0.15 -4.74
H 1.17 0.93 -5.47
H 1.77 -0.53 -4.75
H 0.04 -0.05 -7.17
H -0.40 -1.44 -6.23
H 2.14 -1.90 -6.36
H 1.09 -2.42 -7.45
H -0.42 -2.97 -2.80
H -0.03 -2.50 -4.42
H 2.33 -1.75 -3.10
H 1.67 -2.92 -1.94
H 0.83 -8.19 -2.77
H 2.10 0.47 -2.74
H 0.83 1.56 -2.18
H 2.90 0.07 -0.65
H 3.20 2.37 -1.62
H 2.06 2.99 -0.42
H 3.54 2.19 0.07
H 0.13 0.55 0.38
H 1.85 -1.59 0.27
H 2.33 -0.88 1.79
H 0.67 -1.35 1.61
H 1.32 2.44 1.62
H 1.04 1.03 2.67
H 2.62 1.27 1.97
H -5.98 -2.66 -1.29
H -6.37 -1.70 0.10
H -6.59 -0.49 -2.66
H -7.83 -1.49 -1.93
H -6.66 0.90 -0.48
H -8.21 0.09 -0.16
H -7.01 1.38 -3.43
H -8.28 2.44 -3.50
O -3.38 -4.09 -4.82
H -3.66 -3.90 -3.92
H -3.91 -4.85 -5.09
O 4.94 -6.80 0.70
H 4.31 -6.66 -0.03
H 4.81 -7.72 0.93
O 4.42 4.36 -2.46
H 4.96 4.79 -3.14
H 3.73 4.99 -2.27
O -8.59 -0.94 1.56
H -8.82 -0.70 2.46
H -9.15 -1.70 1.37
O -1.92 -0.24 4.03
H -2.30 -0.52 4.87
H -2.65 0.21 3.58
O 4.74 0.86 1.77
H 5.34 1.26 2.41
H 4.76 -0.08 1.99
O -8.27 2.67 -5.51
H -7.94 3.57 -5.55
H -8.37 2.42 -6.43
O 2.72 -1.15 4.26
H 2.36 -1.00 5.14
H 2.27 -1.94 3.96
O 1.58 -2.89 5.96
H 1.14 -3.71 5.71
H 2.35 -3.19 6.46
O 7.34 1.09 3.62
H 7.56 2.03 3.67
H 8.16 0.63 3.84
O -3.09 -0.26 6.71
H -3.52 -0.47 7.55
H -2.70 0.61 6.87
O 4.76 0.72 5.26
H 4.09 0.21 4.77
H 5.45 0.90 4.61
O 4.50 5.13 -5.37
H 4.01 5.66 -6.00
H 4.13 4.24 -5.45
O -11.52 -0.52 1.31
H -11.03 -0.16 0.55
H -12.14 0.17 1.53
O 2.38 -10.36 -1.59
H 2.71 -9.47 -1.70
H 2.42 -10.73 -2.49
O 6.83 3.87 -0.59
H 6.18 4.08 -1.26
H 6.76 2.91 -0.46
O 0.63 -2.77 9.25
H 0.76 -2.54 8.32
H 1.52 -2.86 9.60
O 2.39 3.64 3.69
H 1.92 3.28 4.45
H 2.73 4.49 3.99
O -0.44 3.66 4.37
H -1.10 3.18 3.87
H 0.26 3.84 3.72
O 6.24 7.61 -4.89
H 5.79 6.80 -5.14
H 7.00 7.31 -4.37
O -6.16 3.10 0.38
H -6.21 3.25 -0.57
H -5.22 2.98 0.55
O -5.25 2.32 -5.47
H -5.74 1.51 -5.62
H -4.45 2.04 -5.03
O 3.54 -10.38 -4.18
H 3.78 -9.45 -4.33
H 4.36 -10.79 -3.89
O -5.44 1.04 7.41
H -5.56 1.22 6.47
H -6.31 1.19 7.80
O 10.10 -0.06 2.69
H 10.25 0.20 1.78
H 10.98 -0.17 3.07
O 9.02 3.14 2.57
H 9.33 4.05 2.65
H 9.07 2.96 1.62
O -4.10 5.81 0.08
H -4.04 5.56 -0.85
H -4.50 5.05 0.50
O -4.65 0.01 3.78
H -5.29 0.25 3.10
H -4.83 -0.92 3.96
O 5.68 -2.01 4.17
H 5.03 -1.62 4.77
H 6.25 -1.27 3.94
O 0.47 6.29 3.83
H 0.05 5.85 4.58
H -0.25 6.76 3.39
O 7.44 1.11 -1.14
H 6.74 0.56 -1.52
H 8.08 1.21 -1.85
O -0.57 7.87 1.50
H -0.24 8.77 1.61
H -0.53 7.71 0.55
O 12.27 -0.39 4.98
H 11.78 -0.73 5.74
H 12.60 0.46 5.27
O -6.15 -2.33 4.88
H -6.41 -2.05 5.76
H -6.69 -3.10 4.69
```

Record 3
A molecular structure, C28H29MoN4O7SSb2 in a non-equilibrium geometry, computed with ωB97M-V with the def2-TZVPD basis set.

## Properties
* 2S+1: 1
* HOMO (spin up / spin down): -0.512 / -0.517 Ha
* total charge: +3

XYZ file:
```
72
C28H29MoN4O7SSb2 | OMol25 | ωB97M-V with the def2-TZVPD basis set
Mo 0.84 -0.83 -0.75
O 0.96 -1.14 -4.45
C 1.24 -1.53 -3.36
O 1.86 -0.83 -2.42
C 0.88 -2.87 -2.75
C 0.91 -4.13 -3.32
C 0.80 -5.25 -2.48
C 0.74 -5.07 -1.10
C 0.70 -3.76 -0.61
N 0.72 -2.69 -1.43
C 0.81 -3.29 0.76
O 0.96 -4.07 1.73
O 0.79 -2.01 0.89
H 1.05 -4.24 -4.38
H 0.82 -6.24 -2.89
H 0.72 -5.90 -0.42
C -1.90 1.97 0.65
Sb 0.13 1.27 0.91
C 1.13 3.07 0.29
C 0.10 1.43 3.11
C 1.41 1.49 3.76
C 2.16 2.66 3.62
C 3.41 2.81 4.21
C 3.97 1.76 4.95
C 3.26 0.61 5.13
C 1.94 0.45 4.61
C 1.18 -0.61 5.08
Sb 1.69 -3.18 3.57
C 1.75 -5.22 4.29
C 3.69 -3.18 2.76
H -2.06 2.83 1.30
H -2.61 1.19 0.90
H -2.06 2.28 -0.38
H 0.75 3.92 0.84
H 0.94 3.22 -0.77
H 2.21 2.97 0.44
H -0.52 0.60 3.44
H -0.44 2.36 3.27
H 1.74 3.47 3.05
H 3.95 3.73 4.10
H 4.94 1.88 5.40
H 3.66 -0.19 5.73
H 0.12 -0.66 4.94
H 1.59 -1.21 5.88
H 2.03 -5.22 5.34
H 2.50 -5.76 3.71
H 0.77 -5.68 4.17
H 4.39 -2.99 3.58
H 3.81 -2.41 2.01
H 3.90 -4.16 2.34
O -6.59 3.29 -4.39
S -6.97 2.06 -3.23
O -5.23 1.56 -3.44
O -7.01 2.64 -1.95
C -5.32 3.51 -4.61
N -4.87 4.52 -5.26
C -3.55 4.64 -5.38
C -2.67 3.75 -4.79
C -3.16 2.62 -4.08
N -4.52 2.54 -4.05
C -2.29 1.68 -3.43
C -0.91 1.94 -3.30
C -0.09 1.12 -2.58
N -0.52 -0.01 -1.95
C -1.81 -0.34 -2.17
C -2.70 0.45 -2.86
H -3.20 5.48 -5.95
H -1.62 3.92 -4.89
H -0.46 2.81 -3.77
H 0.97 1.36 -2.49
H -2.13 -1.28 -1.74
H -3.72 0.11 -2.95
```

Record 4
3 unconnected molecules or ions with the total composition C2H13N2O2 in a non-equilibrium geometry, computed with ωB97M-V with the def2-TZVPD basis set.

## Properties
* energy relative to the best compared isomer or geometry (same formula, charge and spin): 78.7 kJ/mol
* 2S+1: 1
* HOMO: -0.479 Ha
* total charge: +1

XYZ file:
```
19
C2H13N2O2 | OMol25 | ωB97M-V with the def2-TZVPD basis set
N -0.47 0.19 -0.53
C 0.80 0.02 0.26
C 0.56 0.63 1.66
N 1.73 0.37 2.46
H -1.29 -0.27 -0.12
H -0.80 1.18 -0.65
H -0.47 -0.24 -1.46
H 0.97 -1.05 0.32
H 1.59 0.58 -0.21
H 0.32 1.69 1.57
H -0.28 0.08 2.09
H 2.38 1.13 2.67
H 1.51 -0.04 3.34
H 0.00 -4.93 -2.15
H -0.51 -4.05 -3.31
O -0.15 -4.01 -2.39
H -2.46 3.20 -0.72
H -1.52 3.00 -1.78
O -1.90 2.51 -1.05
```

Record 5
A single C12H9N5O3 molecule in a non-equilibrium geometry, computed with ωB97M-V with the def2-TZVPD basis set.

## Properties
* energy relative to the best compared isomer or geometry (same formula, charge and spin): 25.3 kJ/mol
* 2S+1: 1
* HOMO: -0.299 Ha
* total charge: 0

XYZ file:
```
29
C12H9N5O3 | OMol25 | ωB97M-V with the def2-TZVPD basis set
N -1.34 2.29 -5.93
O 1.42 -0.21 -5.54
O -2.46 -1.33 1.26
O 2.35 0.70 1.27
C -1.20 1.27 -5.42
N 0.73 -0.15 -2.13
C 0.66 -0.07 -4.60
C 1.38 -0.37 -1.04
C -1.06 0.23 4.89
C 0.29 0.73 4.96
C -1.62 -0.28 3.68
C 1.07 0.64 3.76
C -0.62 -1.06 0.29
C 0.68 -0.45 0.24
C -0.87 -0.45 2.51
C 0.53 0.04 2.52
N 1.29 -0.19 -3.40
N -1.36 -0.97 1.40
N 1.21 0.14 1.34
C -0.86 0.04 -4.72
H 2.49 -0.47 -1.14
H -1.64 0.35 5.80
H 0.69 1.17 5.81
H -2.73 -0.51 3.59
H 2.12 1.13 3.73
H -0.93 -1.53 -0.57
H 2.35 0.13 -3.57
H -1.10 -0.91 -5.28
H -1.47 0.10 -3.72
```

Record 6
A molecular structure, C4H18B2KO2 in a non-equilibrium geometry, computed with ωB97M-V with the def2-TZVPD basis set.

## Properties
* energy relative to the best compared isomer or geometry (same formula, charge and spin): 528.3 kJ/mol
* 2S+1: 1
* HOMO: -0.162 Ha
* total charge: -1

XYZ file:
```
27
C4H18B2KO2 | OMol25 | ωB97M-V with the def2-TZVPD basis set
K 14.78 -23.11 -6.78
B 12.13 -26.69 -8.19
H 13.18 -26.92 -8.05
H 11.58 -27.49 -8.65
H 11.69 -26.43 -7.24
H 12.13 -25.86 -8.88
B 15.63 -26.55 -3.39
H 15.63 -27.38 -2.70
H 15.67 -26.99 -4.37
H 14.70 -26.03 -3.22
H 16.49 -25.92 -3.23
C 17.97 -18.50 -5.72
O 18.20 -19.91 -5.59
C 19.53 -20.30 -5.69
C 20.10 -20.17 -7.06
O 19.30 -20.99 -7.93
C 19.81 -21.10 -9.20
H 17.00 -18.39 -5.25
H 17.96 -18.35 -6.80
H 18.73 -17.84 -5.31
H 19.62 -21.36 -5.45
H 20.13 -19.83 -4.91
H 21.13 -20.50 -7.19
H 19.97 -19.14 -7.40
H 18.99 -21.19 -9.92
H 20.45 -21.97 -9.30
H 20.38 -20.22 -9.51
```

Record 7
A molecular structure, C10H28Cl2MgO10S3 in a non-equilibrium geometry, computed with ωB97M-V with the def2-TZVPD basis set.

## Properties
* 2S+1: 1
* HOMO: -0.312 Ha
* total charge: 0

XYZ file:
```
54
C10H28Cl2MgO10S3 | OMol25 | ωB97M-V with the def2-TZVPD basis set
Mg 0.50 0.65 1.45
Cl 1.02 1.95 -0.50
Cl -0.03 -0.77 3.37
O 2.47 0.26 1.54
S 3.85 -0.10 1.73
O 4.27 -1.01 2.77
O 4.37 -0.76 0.34
C 4.14 -0.09 -0.89
C 5.26 -0.44 -1.85
C 4.85 1.38 1.80
H 4.01 1.00 -0.88
H 3.17 -0.39 -1.29
H 6.28 -0.38 -1.46
H 5.24 0.26 -2.69
H 5.15 -1.41 -2.33
H 4.41 1.98 2.60
H 4.78 1.91 0.86
H 5.88 1.09 1.97
O -1.66 0.65 0.95
S -3.03 1.10 0.78
O -3.31 2.50 0.64
O -3.62 0.26 -0.51
C -4.80 0.74 -1.12
C -5.85 -0.37 -1.16
C -3.94 0.29 2.14
H -4.52 1.07 -2.13
H -5.25 1.63 -0.68
H -6.18 -0.63 -0.16
H -5.41 -1.30 -1.54
H -6.66 -0.17 -1.87
H -4.98 0.26 1.83
H -3.91 1.03 2.93
H -3.52 -0.68 2.37
O 1.01 -3.49 0.48
S 0.35 -2.39 -0.14
O 0.45 -1.06 0.41
O 0.86 -2.32 -1.68
C 0.49 -1.18 -2.46
C 0.16 -1.67 -3.89
C -1.40 -2.89 -0.47
H 1.35 -0.51 -2.51
H -0.34 -0.62 -2.04
H 0.11 -0.78 -4.51
H -0.76 -2.25 -3.90
H 1.05 -2.23 -4.16
H -1.20 -3.84 -0.96
H -1.85 -2.09 -1.04
H -1.78 -3.09 0.53
C -0.43 3.41 2.72
O 0.34 2.22 2.77
H -1.09 3.44 1.86
H -1.06 3.44 3.61
H 0.13 4.35 2.70
H 0.58 1.98 3.67
```

Number 1: molar mass 46.02 g mol⁻¹, calculated total energy -189.77042 Ha. Number 2: molar mass 1255.60 g mol⁻¹, calculated total energy -5588.31262 Ha. Number 3: molar mass 905.09 g mol⁻¹, calculated total energy -2775.87879 Ha. Number 4: molar mass 97.14 g mol⁻¹, calculated total energy -343.74648 Ha. Number 5: molar mass 271.24 g mol⁻¹, calculated total energy -961.94817 Ha. Number 6: molar mass 158.91 g mol⁻¹, calculated total energy -963.04848 Ha. Number 7: molar mass 499.74 g mol⁻¹, calculated total energy -3465.37661 Ha.